The following is a quantum chemistry calculation of C27H66BFI2N3O19S6 as an isolated structure in a non-equilibrium geometry, from the Open Molecules 2025 dataset.

The geometry in XYZ format:
```
125
C27H66BFI2N3O19S6 (wB97M-V/def2-TZVPD)
I 1.031 2.192 1.483
I -2.508 3.099 1.986
S 1.589 -3.969 -5.922
S -1.567 3.016 -3.919
S 5.697 0.511 1.799
S 1.758 8.099 -0.486
S -2.419 -1.183 -1.430
S 1.702 -4.167 2.118
F -7.385 -0.301 2.099
O 6.788 1.130 2.757
O 3.036 -4.515 1.753
O 2.254 8.568 0.768
O 2.852 -3.421 -6.303
O -0.531 2.044 -3.721
O 6.332 0.035 0.610
O -2.472 -1.412 6.140
O 1.406 -4.459 -4.587
O 1.431 -2.830 2.573
O 2.551 7.186 -1.254
O -2.050 3.256 -5.240
O -1.105 4.373 -3.255
O -1.152 -1.992 -1.838
O -2.106 -0.328 -0.309
O 0.711 -4.498 0.931
O 0.321 7.448 -0.280
O 4.576 1.394 1.682
O 1.175 -5.082 -6.963
O -3.024 -0.591 -2.579
N -4.068 0.001 2.149
N -4.002 -0.737 4.402
N -2.363 0.631 3.644
C 0.301 -2.834 -6.293
C -2.913 2.668 -2.846
C 0.297 -0.133 3.227
C 1.081 -5.331 3.276
C 0.288 6.102 0.256
C -7.626 -0.690 3.413
C 0.655 -3.568 -0.187
C 2.147 -6.123 -7.257
C -6.450 -0.334 4.283
C 0.203 4.886 -3.636
C -3.489 -0.020 3.384
C 1.258 9.459 -1.476
C 7.696 2.115 2.192
C 0.628 -0.296 -2.147
C -3.385 -2.533 -0.853
C -5.324 -1.354 4.155
C 5.182 -0.830 2.804
C 1.831 -3.699 -1.131
C -0.293 1.094 2.596
C -0.200 -1.391 -2.768
C 0.204 5.536 -5.002
C 2.240 -7.165 -6.164
C -2.716 -4.324 5.105
C -1.577 1.422 2.759
C -2.684 -3.076 4.196
C 7.056 3.476 2.022
C 0.539 6.050 1.746
B -3.010 -1.752 4.955
H 0.375 5.026 2.086
H 1.788 -6.558 -8.185
H 2.148 10.058 -1.649
H 6.606 3.806 2.958
H -2.527 2.504 -1.842
H 4.852 -0.451 3.767
H -0.580 6.290 -5.068
H 0.414 -2.480 -7.313
H 8.088 1.729 1.251
H -0.289 -1.011 2.966
H 0.561 -2.554 0.205
H -4.809 0.679 2.018
H -1.939 -5.026 4.827
H -1.698 -3.001 3.736
H 0.440 5.606 -2.863
H -6.108 0.664 4.028
H -7.794 -1.765 3.403
H 2.880 -7.981 -6.501
H 7.817 4.196 1.724
H 0.286 -0.043 4.313
H -2.589 -4.084 6.155
H 1.170 6.012 -5.168
H -3.606 -3.183 -1.694
H 1.726 -5.275 4.150
H 0.060 -5.065 3.533
H 2.760 -3.384 -0.661
H 2.662 -6.751 -5.250
H -0.741 -1.022 -3.640
H 1.109 -0.645 -1.232
H 0.431 -2.219 -3.086
H 5.997 -1.538 2.921
H 1.002 5.487 -0.294
H 3.110 -5.654 -7.456
H -0.134 6.725 2.275
H 1.560 6.339 1.992
H -8.541 -0.213 3.747
H 6.279 3.461 1.260
H -0.711 5.744 0.012
H 1.659 -3.078 -2.010
H 1.254 -7.564 -5.931
H 0.858 9.084 -2.414
H 4.350 -1.290 2.274
H -6.795 -0.312 5.312
H 0.515 10.031 -0.928
H -3.377 -3.229 3.374
H 1.318 -0.292 2.917
H -3.380 0.064 1.393
H 1.130 -6.320 2.831
H 0.930 4.076 -3.570
H -0.276 -3.822 -0.688
H -2.005 0.541 4.586
H 1.950 -4.733 -1.450
H -5.465 -2.127 4.906
H 0.020 0.570 -1.900
H -1.696 -1.924 6.391
H -2.823 -3.059 -0.086
H -3.386 1.763 -3.222
H -5.354 -1.843 3.186
H 1.393 0.025 -2.851
H 0.395 -2.007 -5.594
H -0.653 -3.336 -6.159
H -3.661 -4.843 5.001
H 0.036 4.809 -5.794
H -3.605 3.505 -2.877
H -4.302 -2.113 -0.441
H 8.515 2.152 2.905
```

Output
F_max: 1.023 eV/A
2S+1: 1
molar mass: 1212.8 u
HOMO energy: -11.42 eV
total charge: +1
lowest unoccupied orbital energy: -2.90 eV
frontier orbital gap: 0.31316 hartree
DFT total energy: -5771.221780 Eh

The following is a quantum chemistry calculation of a 12-piece molecular cluster, C81H189N18O12P3 overall in a non-equilibrium geometry, from the Open Molecules 2025 dataset.

The geometry in XYZ format:
```
303
C81H189N18O12P3 (wB97M-V/def2-TZVPD)
P -6.157 -3.953 4.034
P 4.365 2.636 2.830
P 1.534 7.451 -1.866
O 4.538 2.270 4.281
O 1.445 0.693 -9.763
O 1.432 -1.686 0.042
O 9.184 -1.695 -0.111
O -0.732 2.787 4.977
O -6.256 0.746 -3.106
O 6.489 1.615 -2.447
O -6.343 -4.342 2.579
O -3.922 6.383 0.986
O -2.373 -5.880 8.317
O 1.849 -7.250 -2.888
O 1.444 7.236 -0.347
N -6.215 -2.191 4.448
N -5.466 0.142 -4.075
N 3.150 7.985 -2.379
N 1.129 -6.425 -3.679
N -7.278 -4.620 5.209
N 4.269 1.290 1.847
N -4.582 -4.388 4.668
N 2.231 -0.177 -9.004
N -0.829 2.841 6.309
N 0.993 6.136 -2.788
N 7.067 -2.526 -0.548
N 0.486 8.701 -2.418
N -4.245 4.124 0.402
N -1.255 -5.554 7.486
N 3.031 3.605 2.324
N 4.847 2.933 -3.186
N 0.743 -0.500 -0.068
N 5.682 3.374 2.034
C -0.045 1.287 -1.642
C 4.021 1.680 -9.139
C 1.951 -5.725 -4.697
C 6.915 2.585 1.839
C 0.850 6.095 -4.282
C 5.709 1.897 -3.375
C -6.481 1.271 -6.079
C -1.209 4.117 6.834
C -5.471 -1.319 -4.061
C -5.583 -1.750 5.689
C 0.964 10.119 -2.424
C -0.065 -3.735 6.374
C 0.001 -0.055 1.166
C 1.389 1.037 -6.893
C -4.383 5.484 0.248
C -4.287 -5.349 5.689
C -1.240 4.224 8.340
C 0.319 -0.225 -1.491
C -2.374 1.013 6.699
C 3.534 1.293 0.578
C 5.091 4.105 -2.263
C -4.183 0.173 -6.143
C 0.567 -1.285 -7.594
C 6.128 4.779 2.327
C 0.065 -4.094 -5.074
C -4.282 -1.317 -6.406
C 7.243 -2.766 -1.958
C 3.662 0.167 -9.302
C 0.666 -4.832 -1.742
C 0.081 -5.716 -2.873
C 8.065 -2.068 0.246
C 2.292 4.279 3.376
C 0.864 -0.229 2.437
C -0.789 -4.139 7.635
C 4.902 0.059 2.283
C 0.541 -7.229 8.207
C -0.818 1.871 8.521
C 0.953 -4.717 5.885
C -5.051 -2.000 -2.671
C -6.970 -1.738 -4.331
C -4.653 3.094 -0.553
C 0.381 4.963 -2.171
C -7.421 -4.189 6.622
C -1.346 -0.878 1.278
C 1.005 -5.069 -5.703
C -0.916 8.542 -1.996
C -2.564 4.570 6.283
C -0.947 -6.717 -2.213
C 1.781 -0.339 -7.612
C -8.540 -5.179 4.606
C -1.171 -7.839 6.456
C 4.264 -0.114 -10.728
C 3.625 8.365 -3.768
C 4.186 7.800 -1.439
C -1.742 2.963 8.975
C -0.807 -1.180 -1.945
C 1.451 -0.450 -2.495
C 0.343 -6.134 5.770
C -0.963 1.544 6.968
C 2.899 -6.745 -5.377
C 2.779 -1.110 -6.752
C -5.194 0.946 -5.212
C 3.475 2.899 -3.688
C -0.424 1.478 0.896
C -3.315 3.690 1.493
C -4.515 2.374 -4.947
C 3.001 4.345 0.961
C -0.965 1.715 -0.477
C 4.183 -0.633 -6.906
C -3.418 -3.755 3.999
C 3.028 -4.682 -4.159
C -4.415 -1.898 -5.056
C 5.807 -3.029 -0.048
C -6.388 -1.172 3.448
C 0.235 0.601 6.487
C 4.587 -0.638 -8.369
C 0.063 -4.050 8.893
C -0.210 5.248 6.336
C -0.378 -6.693 7.045
C -1.972 -3.184 7.870
C -0.729 -4.784 -3.891
H 1.314 0.229 -10.594
H -4.255 0.515 -7.176
H -6.930 -2.827 -4.333
H 0.107 5.140 5.299
H 6.644 1.698 1.268
H 3.543 -7.198 -4.623
H -1.830 -8.260 7.215
H -2.961 -6.184 7.622
H -2.130 -0.744 0.534
H 1.215 -6.751 5.555
H -4.632 -1.362 5.324
H -7.109 -0.432 3.795
H 0.324 10.909 -2.818
H -0.736 -3.626 -5.646
H 1.162 -1.252 2.671
H -7.640 -3.122 6.564
H 0.700 5.193 6.935
H 0.972 -2.200 -8.027
H -7.358 1.503 -5.475
H -3.127 1.801 6.723
H 2.047 3.618 4.208
H 4.353 -0.835 1.986
H -3.347 4.037 6.822
H -4.131 2.199 -0.216
H 4.776 -1.301 -6.283
H 3.608 -4.052 -4.833
H -3.622 4.156 2.430
H 5.616 -3.940 -0.616
H 1.888 -4.572 6.426
H 1.969 4.487 0.639
H -2.831 4.275 5.268
H 2.500 1.630 0.655
H 3.527 5.299 0.963
H -2.924 5.599 6.304
H 1.783 -1.480 -2.625
H -3.152 0.337 -5.829
H 6.402 5.181 1.351
H -6.811 -1.603 2.540
H -0.690 4.980 -2.372
H 0.841 1.920 -1.612
H 5.898 -0.237 1.954
H -4.072 -1.638 -2.355
H 2.528 -0.847 -5.724
H -6.299 2.244 -6.535
H -2.369 -3.312 8.877
H -4.154 -4.896 6.671
H -3.439 -1.711 -6.973
H 5.608 -0.344 -8.614
H 2.137 1.771 -6.594
H 0.302 0.134 3.298
H 3.276 1.933 -4.151
H -8.358 -5.812 3.737
H 0.542 -5.870 -6.280
H 0.770 3.990 -2.469
H -1.872 4.997 8.777
H -5.416 -2.489 6.473
H -1.566 -2.199 8.099
H 8.293 -2.682 -2.237
H 0.101 -1.541 -6.642
H -0.598 -8.659 6.023
H 1.152 -0.020 -3.451
H 5.003 5.029 -2.835
H 7.627 3.232 1.326
H 4.192 9.295 -3.795
H -2.507 -4.109 4.480
H 3.505 0.288 0.158
H 0.836 -4.812 8.804
H 0.653 1.417 -7.602
H 0.954 5.032 -4.498
H 5.950 -3.288 1.001
H -4.626 -2.947 -5.262
H 7.674 -1.834 1.248
H -1.726 -1.192 -1.359
H -5.788 -1.858 -1.881
H -5.279 3.101 -4.672
H 7.306 2.377 2.835
H -5.020 5.661 -0.632
H -1.837 -7.441 5.690
H -0.408 -7.263 -1.438
H -5.430 -0.671 3.314
H 1.336 4.575 2.944
H -6.430 -4.212 7.074
H 5.036 8.464 -1.595
H 1.102 -3.882 -2.049
H 0.832 -3.444 -4.653
H 4.508 0.300 -6.446
H -5.221 -1.526 -6.917
H 0.378 4.997 -1.082
H -3.275 -4.139 2.989
H 4.550 6.773 -1.423
H -0.144 -0.784 -8.250
H 3.553 2.041 -8.224
H 4.604 -1.693 -8.641
H 0.064 -4.615 -0.859
H 5.573 1.284 -4.280
H -0.227 -6.052 4.844
H 4.023 1.951 -0.141
H -1.922 1.199 -0.551
H -1.833 3.127 10.049
H 2.276 0.117 -2.064
H 5.432 5.373 2.920
H -1.227 -1.961 1.314
H -6.735 0.476 -6.780
H -0.736 -3.496 5.549
H -1.763 -0.590 2.243
H 4.854 -0.064 3.365
H 2.864 5.064 3.870
H 4.368 7.597 -3.986
H -3.417 -1.886 -4.618
H -3.799 2.144 -4.158
H 2.649 -3.835 -3.587
H -3.397 2.638 1.765
H 1.398 -5.447 -1.219
H 0.197 2.196 8.751
H 1.159 -4.413 4.859
H 1.749 0.375 2.239
H -1.508 -7.352 -2.898
H -7.715 -1.420 -3.601
H 3.542 -5.243 -3.379
H 3.866 7.999 -0.416
H -2.529 0.715 5.662
H 0.538 -3.123 9.215
H -3.424 -2.666 4.004
H 4.367 4.325 -1.479
H -9.121 -4.285 4.379
H 6.639 -2.106 -2.581
H -1.489 -5.450 -4.297
H -3.398 -5.943 5.478
H -2.234 3.800 1.409
H 1.264 -8.012 -2.884
H -0.983 8.568 -0.909
H -0.641 -4.419 9.638
H 1.254 0.956 6.334
H 1.898 9.986 -2.969
H 1.552 -6.879 7.999
H 0.272 -0.283 7.124
H -1.271 7.569 -2.338
H 2.807 -2.200 -6.729
H -5.727 2.991 -0.398
H -0.346 1.390 -2.684
H 3.575 -6.315 -6.116
H 0.224 2.863 4.968
H 0.756 -2.364 0.117
H -1.141 2.788 -0.547
H -2.587 0.176 7.364
H 0.600 -8.310 8.084
H -6.177 -0.959 6.147
H 2.369 -7.428 -6.041
H 5.300 0.221 -10.783
H 0.795 0.737 -6.030
H 6.034 4.068 -1.718
H -4.288 3.309 -1.558
H -2.769 2.849 8.629
H 3.826 0.417 -11.574
H -1.171 -0.892 -2.932
H 4.109 -1.169 -10.957
H -5.563 1.179 -2.602
H -0.589 6.252 6.527
H -1.235 -4.013 -3.310
H 2.748 8.419 -4.412
H -0.103 0.156 5.552
H -1.061 0.972 9.087
H -4.062 2.782 -5.850
H -1.819 -6.263 -1.743
H -8.265 -4.715 7.067
H -0.160 6.431 -4.519
H 1.704 -4.563 -6.369
H 3.510 2.163 -9.972
H 2.678 3.189 -3.003
H -9.287 -5.668 5.232
H -0.258 4.382 8.786
H 7.023 -3.820 -2.127
H 0.346 2.143 1.285
H 3.404 3.759 0.135
H -1.211 1.766 1.594
H -4.934 -3.076 -2.800
H 3.478 3.680 -4.448
H 5.081 1.905 -9.260
H 0.412 -2.762 6.488
H -7.240 -1.367 -5.320
H 1.677 6.619 -4.761
H -2.842 -3.316 7.226
H 7.015 4.683 2.955
H -0.533 -2.229 -2.057
H 1.320 10.304 -1.411
H -5.062 -6.105 5.820
H -1.334 9.450 -2.429
H 4.919 -2.439 -0.274
H 0.282 -6.939 9.226
```

Output
F_max: 4.016 eV/A
2S+1: 1
molar mass: 1700.4 u
HOMO energy: -7.74 eV
lowest unoccupied orbital energy: 0.14 eV
frontier orbital gap: 0.28947 hartree
DFT total energy: -6111.669062 Eh
structure (SMILES): CN(C)P(=O)(N(C)C)N(C)C.CN(C)P(=O)(N(C)C)N(C)C.CN(C)P(=O)(N(C)C)N(C)C.CC1(C)CCCC(C)(C)N1O.CC1(C)CCCC(C)(C)N1O.CC1(C)CCCC(C)(C)N1O.CC1(C)CCCC(C)(C)N1O.CC1(C)CCCC(C)(C)N1O.CC1(C)CCCC(C)(C)N1O.CN(C)C=O.CN(C)C=O.CN(C)C=O

- Look up the frontier orbital gap of the first one.
  0.31316 hartree